{"formula": "C8H9O2S2", "method": "wB97M-V/def2-TZVPD", "charge": -1, "e_above_lowest_kcal_mol": 50.72, "homo_lumo_gap_ha": [0.253, 0.236], "species": ["S", "S", "O", "O", "C", "C", "C", "C", "C", "C", "C", "C", "H", "H", "H", "H", "H", "H", "H", "H", "H"], "coordinates": [[-2.2946, -0.5738, 0.4865], [1.1831, 0.6417, -1.5722], [-1.0935, 1.2139, 1.4471], [0.2938, 2.7486, 0.5727], [-0.1047, 0.6767, -0.5602], [-3.0446, -1.7872, -0.4195], [2.2521, 1.9429, -1.2756], [-0.3397, 1.6383, 0.6121], [-1.1377, -0.2325, -0.7757], [-2.3609, -2.0909, -1.5251], [-1.2343, -1.2195, -1.7529], [2.0280, -0.2154, 2.2521], [3.3201, 1.5354, -1.1435], [-2.6016, -2.7218, -2.3249], [-3.8684, -2.3292, 0.1599], [2.9730, -0.5435, 2.6990], [1.9947, 2.7114, -0.6083], [1.8374, 0.7964, 1.9115], [1.8495, -0.9792, 1.4904], [1.3193, -0.1663, 3.1268], [-0.9712, -1.0459, -2.8003]], "atomic_forces_ev_per_a": [[-0.1, 0.8, 0.3], [1.8, 0.9, 0.1], [-1.7, -0.6, 2.4], [-0.9, -1.3, 0.2], [-0.8, 1.5, 0.8], [-1.5, -1.5, 2.3], [1.8, -2.5, -0.4], [3.3, 2.7, -2.2], [-0.2, -2.2, 0.1], [1.4, 1.1, -1.2], [-2.0, 0.6, -0.6], [-0.9, -0.4, 1.6], [-1.5, 0.7, -0.8], [-0.7, -1.3, -0.7], [1.1, 0.7, -1.4], [0.3, 1.0, -0.2], [-0.7, 0.8, 0.6], [1.1, 0.2, -0.6], [-0.8, 0.3, 0.2], [0.2, -1.0, -1.0], [0.7, -0.3, 0.5]]}